{"formula": "C2H8INO2", "method": "the ωB97M-V functional and the def2-TZVPD basis", "gap_ev": 7.25, "total_energy_ha": -583.90979, "largest_force_ev_per_a": 2.1, "homo_ev": -8.493, "relative_energy_ev": 0.625, "elements": ["I", "H", "C", "O", "H", "H", "H", "C", "O", "H", "H", "N", "H", "H"], "xyz": [[5.3833, -20.3158, -27.3292], [7.4506, -20.9754, -28.2330], [7.1308, -16.8210, -25.0929], [8.3062, -21.2791, -28.7210], [8.1753, -17.0923, -25.2206], [5.6801, -16.2237, -28.1059], [6.9538, -16.1520, -24.2540], [6.6760, -16.0284, -26.2974], [6.8675, -14.8156, -26.2978], [8.6360, -20.4603, -29.1486], [6.4591, -17.6622, -24.9113], [6.0195, -16.6746, -27.2754], [8.1101, -21.9549, -29.3987], [6.1088, -17.6838, -27.3036]], "atomic_forces_ev_per_a": [[1.04, -0.35, -0.50], [-1.83, 0.16, 0.92], [-1.03, -0.04, -0.15], [0.97, 0.28, -0.54], [-0.01, -0.15, 0.30], [0.18, 0.35, 0.09], [0.56, 0.06, 0.06], [0.21, 1.69, 0.44], [-0.17, -0.39, -0.36], [0.05, -0.30, -0.02], [0.45, -0.38, -0.22], [0.19, -1.14, -0.13], [-0.18, 0.15, 0.13], [-0.43, 0.08, -0.02]], "nbo_charge": [-0.7437, 0.4842, -0.7157, -0.8227, 0.2270, 0.3990, 0.2417, 0.6643, -0.6414, 0.5502, 0.2243, -0.8281, 0.5528, 0.4081]}